Entry 1:
The following is a DFT calculation (wB97M-V/def2-TZVPD) of the molecule C8H14.

Last column: Mulliken charge in e.
Element x y z (Å)
C: -1.6699 -2.0615 0.8124  -0.854
C: -0.8352 -1.9462 -0.2144  -0.513
C: 0.2620 -0.9587 -0.3008  0.657
C: 1.2539 -1.1831 -1.1620  -0.193
C: 2.4305 -0.2713 -1.3907  -1.280
C: 0.1840 0.2449 0.5933  -1.016
C: -0.9241 1.2261 0.1914  -0.240
C: -0.9037 2.5348 0.9945  -1.165
H: -1.6929 -1.4501 1.7051  0.271
H: -2.4817 -2.7788 0.7544  0.255
H: -0.9256 -2.6438 -1.0405  0.275
H: 1.2679 -2.1136 -1.7273  0.356
H: 2.9258 -0.4847 -2.3315  0.346
H: 3.1769 -0.3801 -0.5992  0.293
H: 2.1309 0.7741 -1.3364  0.346
H: 0.1063 -0.0233 1.6477  0.360
H: 1.1183 0.7974 0.4980  0.446
H: -0.8368 1.4181 -0.8863  0.340
H: -1.8869 0.7302 0.2118  0.372
H: 0.0158 2.6171 1.5681  0.351
H: -0.9752 3.3871 0.3244  0.308
H: -1.7403 2.5655 1.6880  0.287

Cartesian forces, eV/Å:
C -0.8 -0.3 -0.2
C 0.4 0.2 0.4
C -0.5 -0.5 0.1
C 0.5 0.2 -0.1
C -0.1 0.0 0.5
C 0.3 0.6 -0.4
C 0.0 -0.2 -0.6
C -0.2 -0.5 -0.2
H 0.3 0.2 -0.1
H 0.1 -0.1 0.1
H 0.0 0.0 0.0
H -0.2 0.1 0.0
H 0.0 0.1 -0.2
H 0.1 -0.2 0.0
H 0.0 0.1 -0.3
H -0.1 -0.2 0.0
H 0.1 0.0 0.2
H 0.4 0.2 0.1
H -0.3 -0.1 0.5
H 0.1 0.1 0.1
H 0.0 0.2 0.1
H 0.0 0.1 0.1

Relative energy (zero: lowest compared OMol25 entry of this formula, charge and spin)   25.75 kcal per mole
Orbital gap   9.557 eV
Strongest force on any atom   0.016 Eh/bohr
Total charge   0
Structure (SMILES)   C=C/C(=C/C)CCC
HOMO   -8.4684 eV

Entry 2:
The following is a DFT calculation (wB97M-V/def2-TZVPD) of a structure of composition C8H14AgClO6 at a distorted geometry.

Last column: Mulliken charge in e.
Element x y z (Å)
Ag: 0.1617 0.7937 1.5239  1.079
Cl: -0.2392 3.4578 1.4164  -0.923
O: 2.2227 0.0839 0.5395  -0.737
C: 3.1685 0.2886 1.5204  -0.682
C: 2.6945 -0.0698 2.9499  -0.511
O: 1.5198 0.4767 3.4023  -0.755
H: 3.5370 1.3448 1.5521  0.269
H: 4.1160 -0.2630 1.2925  0.258
H: 3.5705 0.1996 3.5966  0.303
H: 2.6794 -1.1832 2.9694  0.211
O: -0.7173 -1.4022 1.2066  -0.806
C: -1.7708 -1.6012 2.0491  -0.481
C: -2.3678 -0.3238 2.6713  -0.526
O: -1.5124 0.6407 3.1529  -0.652
H: -1.5874 -2.3393 2.8665  0.240
H: -2.6602 -2.0799 1.5486  0.238
H: -3.0194 -0.6945 3.5109  0.254
H: -3.1628 0.0891 2.0057  0.253
O: -0.3387 1.0404 -0.8279  -0.260
C: -0.4866 0.6368 -1.9159  0.287
O: -1.5351 -0.2138 -2.2181  -0.333
C: -1.5466 -0.5916 -3.5784  -0.438
C: -0.3045 0.0541 -4.2465  -0.434
C: 0.2576 0.9915 -3.1755  -0.385
H: -2.4588 -0.2724 -4.0884  0.256
H: -1.4716 -1.6814 -3.6065  0.253
H: -0.6470 0.5950 -5.1303  0.235
H: 0.4106 -0.7236 -4.5115  0.272
H: 0.1931 2.0201 -3.5149  0.310
H: 1.2949 0.7270 -2.9609  0.204

Cartesian forces, eV/Å:
Ag 0.5 -1.1 2.0
Cl -0.1 0.7 -0.3
O -0.1 0.4 0.3
C -0.7 0.6 -0.5
C -0.2 -0.2 0.1
O 0.8 0.1 -0.7
H -0.2 0.3 0.1
H 0.1 -0.5 0.2
H 0.2 0.1 0.3
H -0.1 -0.3 0.0
O -0.7 -0.2 0.2
C 0.4 0.2 -0.8
C -0.5 0.4 0.8
O 0.2 -0.5 -1.0
H 0.5 0.1 0.4
H -0.4 -0.1 -0.3
H 0.1 -0.1 0.3
H 0.3 0.2 -0.6
O 0.2 0.4 -0.1
C -1.1 0.4 0.1
O -0.3 -0.1 -0.5
C 0.7 -0.2 0.2
C -0.5 -0.1 0.1
C 0.8 -1.1 -0.7
H -0.2 0.0 0.3
H -0.2 0.0 -0.1
H 0.3 -0.1 -0.2
H 0.0 0.1 -0.2
H -0.1 0.2 0.6
H 0.1 0.4 0.0

Spin multiplicity   2
Relative energy (zero: lowest compared OMol25 entry of this formula, charge and spin)   24.34 kcal per mole
Orbital gap (spin up / spin down)   3.101 / 2.710 eV
Strongest force on any atom   0.046 Eh/bohr
Total charge   -3
HOMO (spin up / spin down)   3.4057 / 3.7983 eV

Entry 3:
The following is a DFT calculation (wB97M-V/def2-TZVPD) of a structure of composition C8H14AsF6FeNO7S6 at a distorted geometry.

Last column: Mulliken charge in e.
Element x y z (Å)
Fe: -1.5208 0.8154 -0.2000  0.796
C: 1.0472 -3.7459 -0.2299  -0.788
O: -0.0885 -3.1465 0.3350  -0.265
C: 0.1115 -2.7308 1.6590  -0.263
C: -1.1782 -2.1058 2.1709  -0.758
O: -1.4241 -0.7185 1.9133  0.022
C: -0.9472 0.1610 2.9190  -0.983
C: 0.2151 1.0355 2.5008  -0.232
O: -0.2987 1.9714 1.5508  -0.098
C: 0.6441 2.9990 1.2755  -1.023
H: 1.2577 -4.7128 0.2519  0.323
H: 0.8354 -3.9002 -1.2868  0.233
H: 1.9327 -3.1112 -0.1417  0.303
H: 0.3419 -3.6119 2.2841  0.480
H: 0.9569 -2.0344 1.7293  0.215
H: -2.0137 -2.6303 1.7024  0.194
H: -1.2451 -2.2500 3.2552  0.366
H: -1.7758 0.8341 3.1581  0.331
H: -0.6917 -0.4219 3.8099  0.481
H: 0.5677 1.6082 3.3711  0.457
H: 1.0479 0.4696 2.0817  0.098
H: 0.8272 3.5710 2.1949  0.367
H: 1.5790 2.5873 0.9006  0.369
H: 0.2063 3.6465 0.5213  0.256
S: -6.1223 0.3680 -1.1263  -0.619
As: -4.2983 -0.1222 -0.1710  0.377
S: -2.6444 -0.5819 -1.5389  -0.367
S: -3.3126 1.6727 0.7046  -0.343
S: -4.6872 -1.6529 1.2462  -0.632
F: 4.5202 0.5867 -2.9187  -0.274
C: 3.5092 -0.1428 -2.4036  0.494
F: 4.0859 -1.1955 -1.7780  -0.228
F: 2.8627 -0.6612 -3.4752  -0.242
S: 1.6537 0.3734 -1.0907  0.902
O: 0.1710 0.1759 -0.7711  0.042
O: 2.4085 0.3685 0.1709  -0.731
N: 1.6847 1.9645 -1.6416  -0.513
S: 0.4044 2.5515 -2.2599  0.841
O: -0.8364 2.4914 -1.4750  -0.752
O: 0.6324 3.8511 -2.8317  -0.728
C: -0.0285 1.5257 -3.7825  0.589
F: -1.2627 1.8027 -4.2121  -0.243
F: 0.0511 0.2070 -3.5951  -0.201
F: 0.8219 1.8386 -4.7768  -0.256

Cartesian forces, eV/Å:
Fe 1.1 0.8 0.1
C -0.1 0.0 0.0
O 0.0 0.1 -0.2
C -0.2 0.3 0.1
C -0.4 0.0 -0.1
O 1.0 -0.1 -0.2
C -0.2 0.1 0.2
C -0.4 0.0 0.0
O 0.1 -0.4 -0.2
C 0.0 0.2 0.0
H 0.0 0.0 0.0
H 0.0 -0.1 0.0
H 0.1 0.1 0.0
H 0.0 0.1 0.1
H 0.1 0.1 0.0
H 0.0 0.0 0.0
H 0.0 -0.1 0.0
H -0.1 -0.1 0.1
H 0.1 0.1 0.0
H 0.0 -0.1 0.0
H 0.1 0.0 -0.2
H 0.0 0.0 0.0
H 0.0 0.0 0.0
H 0.0 0.0 0.0
S 0.3 0.3 -0.3
As -2.2 -0.5 0.3
S 0.2 0.4 0.4
S -0.3 -0.3 -0.2
S 0.5 0.0 0.1
F -0.1 0.4 0.3
C 0.1 -1.0 -0.8
F -0.1 0.2 0.2
F 0.0 0.1 0.0
S -0.3 0.8 1.0
O 1.0 -1.3 -0.2
O 0.0 0.0 -0.1
N -0.1 -0.4 -0.2
S -0.3 0.3 -0.7
O -0.1 -0.2 0.2
O 0.2 0.1 0.1
C 0.0 0.1 -0.1
F 0.0 0.1 0.1
F 0.0 0.1 0.1
F 0.0 0.0 0.1

Spin multiplicity   5
Relative energy (zero: lowest compared OMol25 entry of this formula, charge and spin)   49.90 kcal per mole
Orbital gap (spin up / spin down)   5.049 / 5.833 eV
Strongest force on any atom   0.045 Eh/bohr
Total charge   -2
HOMO (spin up / spin down)   -1.5973 / -1.6038 eV

Entry 4:
The following is a DFT calculation (wB97M-V/def2-TZVPD) of a structure of composition C8H14BFO2 at a distorted geometry.

Last column: Mulliken charge in e.
Element x y z (Å)
B: 0.6300 2.8987 -0.6046  0.511
C: 1.0778 0.4492 0.0710  -0.861
C: -1.7462 1.1083 -0.1867  -0.328
C: 0.2708 1.4389 -0.1579  0.094
C: 0.7261 -0.8427 0.6387  0.776
C: 1.4534 -1.2099 1.9112  -1.554
C: -1.0400 -2.7409 0.5632  -1.420
C: -0.6531 -1.4051 -1.4611  -1.288
C: -0.2586 -1.5819 0.0105  0.529
O: 0.6306 3.1239 -1.8688  -0.444
O: 1.1465 3.6729 0.4949  -0.566
F: -2.0375 0.6722 -1.4086  -0.235
H: 2.1284 0.5893 -0.0690  0.407
H: -1.6972 0.3044 0.6499  0.293
H: 2.4708 -1.2320 1.8061  0.398
H: 1.3031 -0.3730 2.6003  0.329
H: 1.1123 -2.1634 2.2146  0.355
H: -0.6532 -3.3577 1.4270  0.392
H: -2.0796 -2.4119 0.7887  0.248
H: -1.0879 -3.4663 -0.2745  0.337
H: -0.2358 -0.3852 -1.7489  0.372
H: -0.1248 -2.1807 -1.9872  0.492
H: -1.8041 -1.5525 -1.5954  0.259
H: -2.1407 2.2320 0.0256  0.331
H: 1.0503 3.8759 -2.2411  0.292
H: 1.5585 4.5376 0.4019  0.281

Cartesian forces, eV/Å:
B 1.5 -1.0 5.1
C 0.8 -0.9 0.4
C 4.3 2.5 2.8
C -4.7 1.3 -0.7
C -1.9 -1.8 -1.4
C -2.8 1.5 -0.5
C 0.3 -1.4 0.3
C -0.5 1.6 0.9
C 1.1 0.3 0.8
O -0.5 0.3 -3.3
O -0.7 -0.6 -1.3
F -1.1 0.6 -0.2
H 0.9 0.5 0.1
H -0.9 1.5 -1.6
H 2.8 -0.2 -0.8
H -0.3 -0.5 0.5
H -0.4 -0.8 0.9
H -0.2 1.1 -0.6
H 0.6 -0.3 -0.1
H -0.4 0.1 0.5
H -1.0 -1.7 -0.3
H 0.1 -0.5 -0.4
H 2.3 0.5 0.0
H 0.5 -3.1 -0.4
H 0.4 1.2 -0.4
H -0.2 -0.1 -0.4

Relative energy (zero: lowest compared OMol25 entry of this formula, charge and spin)   3.05 kcal per mole
Orbital gap   8.200 eV
Strongest force on any atom   0.112 Eh/bohr
Total charge   0
HOMO   -7.9574 eV